Computed, not measured: 4 unconnected molecules or ions with the total composition C35H62N9O8 in a non-equilibrium geometry, with ωB97M-V/def2-TZVPD.

CARTESIAN COORDINATES (ANGSTROEM)
C1 -6.5334 1.1349 -1.9367
C2 -4.8816 1.0330 -2.1806
C3 -4.3110 -0.2716 -1.3666
N1 -2.8209 -0.3178 -1.1658
C4 -2.3175 0.7320 -0.1707
O1 -3.3519 1.3733 0.6250
C5 -3.3816 1.0027 2.0327
C6 -4.0596 -0.4966 2.3349
O2 -3.1039 -1.6060 2.2259
C7 -3.5799 -2.6797 1.3411
C8 -2.3357 -3.4767 0.5587
C9 -1.6921 1.9447 -1.1425
C10 -0.1794 1.4466 -1.6517
O3 0.2544 2.1292 -2.8813
C11 0.6997 1.1544 -3.8916
C12 1.6037 1.9186 -5.0547
N2 1.1180 3.3412 -5.3359
C13 -0.3049 3.3650 -5.8492
C14 -0.3251 4.0675 -7.3494
C15 -1.1882 5.4626 -7.3836
O4 -0.9121 3.1537 -8.3778
N3 0.7296 1.6977 -0.4662
C16 0.0470 0.9602 0.7058
N4 0.7075 1.1199 1.9304
C17 1.9582 1.9838 2.1115
C18 3.3300 1.0744 1.9471
C19 4.5519 1.8558 2.7799
C20 5.8988 1.9182 1.8414
O5 6.2583 3.3265 1.6188
C21 5.3172 4.0055 0.7079
C22 5.2244 3.6082 -0.8999
O6 4.5172 5.0125 1.1403
C23 0.2358 0.4245 3.2251
O7 -0.3039 1.3843 4.2117
N5 0.5591 1.3675 5.2777
O8 0.6021 2.4742 5.8064
N6 -1.1757 0.0903 0.5683
H1 -7.1269 0.2752 -2.4640
H2 -6.8425 2.2043 -2.3359
H3 -6.7219 1.1580 -0.7582
H4 -4.7052 0.9576 -3.3539
H5 -4.4635 2.0738 -1.7819
H6 -4.5806 -1.2153 -2.0481
H7 -4.9621 -0.3933 -0.4020
H8 -2.3782 -0.2078 -2.1036
H9 -2.3778 1.1727 2.6309
H10 -4.1554 1.7560 2.5477
H11 -5.0739 -0.6583 1.7562
H12 -4.3662 -0.4430 3.4878
H13 -4.3292 -2.3416 0.5075
H14 -4.0924 -3.5246 2.0091
H15 -2.6328 -4.5727 0.2413
H16 -1.3984 -3.5827 1.2833
H17 -1.9807 -2.9294 -0.4119
H18 -2.3112 2.1093 -2.1209
H19 -1.5919 2.9677 -0.5651
H20 -0.1956 0.2792 -1.8812
H21 -0.1977 0.6300 -4.4683
H22 1.3739 0.2898 -3.4705
H23 2.7515 1.9981 -4.7391
H24 1.5978 1.3434 -6.0882
H25 1.2542 3.9610 -4.5067
H26 -0.8139 2.3149 -5.9493
H27 -0.9552 4.0205 -5.0979
H28 0.7848 4.3281 -7.7024
H29 -2.1085 5.3788 -6.6632
H30 -1.5973 5.6421 -8.4812
H31 -0.5111 6.4145 -7.1422
H32 -0.7132 2.2035 -8.1271
H33 0.6208 2.7338 -0.2523
H34 1.9557 2.3317 3.2536
H35 1.9540 2.9696 1.4833
H36 3.6157 0.8308 0.8393
H37 3.1280 0.0863 2.5859
H38 4.2012 2.9306 3.1613
H39 4.8373 1.2643 3.7768
H40 5.7651 1.4235 0.7831
H41 6.7511 1.2856 2.3862
H42 4.6364 4.4166 -1.5231
H43 4.7093 2.5479 -0.9532
H44 6.3340 3.4661 -1.2668
H45 -0.4398 -0.5089 3.0289
H46 1.2416 0.0001 3.7094
H47 -0.8448 -0.7586 0.0210
N7 1.8239 -3.1020 2.7766
C24 2.2704 -3.7335 1.6450
C25 3.2574 -4.6201 2.0137
C26 3.4074 -4.5242 3.4178
C27 2.5080 -3.5815 3.8633
H48 1.1021 -2.3936 2.8054
H49 1.8497 -3.4974 0.6768
H50 3.8088 -5.2670 1.3439
H51 4.0967 -5.0831 4.0374
H52 2.2976 -3.2110 4.8577
N8 -2.2992 -2.0141 5.8359
C28 -2.3592 -2.8159 6.9459
C29 -1.3244 -2.4624 7.7827
C30 -0.6189 -1.4063 7.1581
C31 -1.2442 -1.1478 5.9589
H53 -2.9346 -2.0547 5.0496
H54 -3.1302 -3.5684 7.0443
H55 -1.1023 -2.9154 8.7403
H56 0.2511 -0.8895 7.5420
H57 -1.0285 -0.4244 5.1839
N9 2.2251 -4.6112 -1.9857
C32 3.0064 -5.4143 -2.7751
C33 2.3312 -6.5970 -2.9790
C34 1.0967 -6.5014 -2.2932
C35 1.0563 -5.2638 -1.6912
H58 2.4720 -3.6820 -1.6705
H59 3.9739 -5.0770 -3.1219
H60 2.6886 -7.4373 -3.5600
H61 0.3205 -7.2542 -2.2444
H62 0.2985 -4.7934 -1.0789

The HOMO-LUMO gap is 5.783 eV. The HOMO energy comes out at -10.156 eV. As for the charge: +1. The largest force on an atom comes out at 8.91 eV/Å. As for the LUMO energy: -4.4 eV.

=====

Computed, not measured: C5H10N2S in the gas phase in a non-equilibrium geometry, with ωB97M-V/def2-TZVPD.

CARTESIAN COORDINATES (ANGSTROEM)
H1 -3.9598 -0.3264 0.9055
N1 -3.2310 0.3199 0.9730
C1 -2.1389 -0.3264 1.0643
N2 -0.9498 0.3613 1.2019
C2 0.2362 -0.3759 0.8835
C3 0.5387 -0.5092 -0.6154
C4 0.5326 -1.6976 -1.2308
S1 0.6306 0.9458 -1.6198
C5 2.0381 1.7243 -0.8913
H2 -2.1084 -1.4207 1.1208
H3 -0.9680 1.1941 0.6059
H4 0.2638 -1.3508 1.3706
H5 1.0401 0.1898 1.3504
H6 0.7297 -1.7986 -2.3050
H7 0.3694 -2.5869 -0.6357
H8 2.8978 1.0474 -0.8953
H9 2.2773 2.6326 -1.4387
H10 1.8015 1.9772 0.1562

The HOMO-LUMO gap is 9.704 eV. The SMILES is [H]/N=C/NCC(=C)SC. The HOMO energy comes out at -8.901 eV. The largest force on an atom comes out at 1.97 eV/Å. As for the LUMO energy: 0.8 eV.

=====

Computed, not measured: a molecular structure, C19H51AsN4RuSi3, with ωB97M-V/def2-TZVPD.

CARTESIAN COORDINATES (ANGSTROEM)
Ru1 0.1037 0.0611 0.9529
C1 1.1771 -2.9952 2.2511
C2 2.0602 -2.1267 1.3569
N1 2.1234 -0.6586 1.6290
C3 2.6777 -0.1976 2.9259
C4 1.5884 0.0064 3.9499
N2 0.4592 0.7821 3.3844
C5 -0.6482 0.7935 4.3797
C6 -1.9363 1.5160 3.9555
C7 -2.0240 2.0330 2.5345
N3 -1.8924 1.0135 1.4532
C8 -2.8686 -0.1104 1.4539
C9 -2.3260 -1.3417 2.1507
N4 -1.0111 -1.7858 1.5843
C10 -0.2589 -2.5860 2.5958
H1 1.6743 -3.1803 3.2056
H2 1.1675 -3.9674 1.7529
H3 1.7341 -2.2137 0.3163
H4 3.0713 -2.5395 1.3933
H5 2.7270 -0.2835 0.9007
H6 3.1973 0.7416 2.7310
H7 3.4206 -0.9064 3.2978
H8 2.0016 0.4970 4.8345
H9 1.2010 -0.9524 4.2884
H10 0.7873 1.7406 3.2693
H11 -0.2782 1.2254 5.3117
H12 -0.8588 -0.2506 4.6097
H13 -2.0773 2.3951 4.5852
H14 -2.7943 0.8772 4.1734
H15 -1.2555 2.7851 2.3438
H16 -2.9870 2.5340 2.4100
H17 -2.0470 1.5247 0.5873
H18 -3.0971 -0.3385 0.4115
H19 -3.8081 0.1872 1.9256
H20 -3.0584 -2.1484 2.0815
H21 -2.1667 -1.1474 3.2077
H22 -1.1933 -2.3572 0.7603
H23 -0.8261 -3.4921 2.8203
H24 -0.2816 -1.9874 3.5015
C11 2.3803 1.0700 -4.1636
Si1 2.4053 0.8899 -2.3399
C12 3.5057 -0.5054 -1.8151
C13 2.7574 2.4561 -1.4115
As1 0.1478 0.2535 -1.4973
Si2 -1.2829 2.1474 -2.1866
C14 -3.0417 1.5865 -1.9999
C15 -0.8658 3.4714 -0.9430
C16 -0.8590 2.5899 -3.9192
Si3 -0.5130 -1.8556 -2.6512
C17 -0.0659 -1.6139 -4.4162
C18 0.4427 -3.2181 -1.8464
C19 -2.3336 -2.0323 -2.3585
H25 3.3960 1.3776 -4.4406
H26 1.6970 1.8310 -4.5304
H27 2.1770 0.1297 -4.6735
H28 4.4672 -0.3864 -2.3253
H29 3.1192 -1.4855 -2.0965
H30 3.7238 -0.5001 -0.7450
H31 3.8397 2.5901 -1.3238
H32 2.3365 2.4455 -0.4038
H33 2.3673 3.3334 -1.9307
H34 -3.4012 1.6430 -0.9704
H35 -3.2343 0.5870 -2.3868
H36 -3.6678 2.2782 -2.5732
H37 -0.5428 3.0695 0.0217
H38 -1.7455 4.0987 -0.7698
H39 -0.0691 4.1259 -1.2994
H40 -0.7116 1.7295 -4.5714
H41 0.0257 3.2251 -3.9609
H42 -1.6971 3.1657 -4.3252
H43 0.9985 -1.7673 -4.5963
H44 -0.3599 -0.6400 -4.8070
H45 -0.6096 -2.3737 -4.9891
H46 1.5187 -3.0400 -1.8433
H47 0.2734 -4.1310 -2.4277
H48 0.1103 -3.4298 -0.8269
H49 -2.9075 -1.4832 -3.1075
H50 -2.6501 -1.6922 -1.3710
H51 -2.6086 -3.0870 -2.4546

The HOMO-LUMO gap (alpha / beta) is 9.336 / 6.614 eV. The HOMO energy (alpha / beta) comes out at -16.976 / -18.062 eV. Its multiplicity is 6. As for the charge: +3. The largest force on an atom comes out at 0.96 eV/Å. As for the LUMO energy (alpha / beta): -7.6 / -11.4 eV.

=====

Computed, not measured: a molecular structure, C2H15F2O6Pb in a non-equilibrium geometry, with ωB97M-V/def2-TZVPD.

CARTESIAN COORDINATES (ANGSTROEM)
Pb1 0.4781 -0.2692 0.5361
F1 0.1704 -2.5746 1.7542
F2 2.5412 -2.0053 -0.0669
C1 -1.4837 -0.1209 -2.7104
C2 -1.0445 -1.4890 -2.3300
O1 0.2772 -1.7936 -1.8366
H1 -2.5098 -0.0992 -3.0776
H2 -0.8605 0.2532 -3.5226
H3 -1.3732 0.5716 -1.8760
H4 -1.1708 -2.0135 -3.2771
H5 -1.7762 -2.0753 -1.7741
O2 -0.3058 2.0817 0.8642
H6 0.0601 2.5513 1.6138
H7 -0.6660 2.7686 0.3032
O3 1.7941 1.0739 -1.4152
H8 2.5075 0.7274 -1.9511
H9 1.6210 1.9424 -1.7784
O4 -2.0415 -0.3441 0.9401
H10 -2.3437 -1.1483 1.3623
H11 -2.8090 0.2279 0.9364
O5 2.5688 0.5144 2.1096
H12 2.5913 0.4722 3.0656
H13 3.2799 1.1122 1.8789
O6 -0.0680 0.0466 3.1525
H14 -0.1189 -0.8454 3.4960
H15 0.6819 0.4349 3.6030

The HOMO-LUMO gap is 4.463 eV. The HOMO energy comes out at -2.541 eV. As for the charge: -1. The largest force on an atom comes out at 6.66 eV/Å. As for the LUMO energy: 1.9 eV.

=====

Computed, not measured: a molecular structure, C19H20As2CoF5IO2, with ωB97M-V/def2-TZVPD.

CARTESIAN COORDINATES (ANGSTROEM)
Co1 0.4500 0.0248 -0.9721
C1 -1.2284 -0.6383 1.6276
As1 -1.5096 1.3027 1.6187
C2 -1.1356 1.6728 -0.2949
C3 0.1861 1.8088 2.4603
C4 -0.0094 2.2199 3.7807
C5 1.0531 2.5303 4.6161
C6 2.3502 2.4441 4.1424
C7 2.5704 2.0525 2.8306
C8 1.5020 1.7361 1.9926
As2 2.0221 1.2970 0.1894
C9 3.5545 0.1313 0.3409
C10 2.7300 2.9406 -0.5308
H1 -1.2144 -0.9531 2.6702
H2 -0.2937 -0.9636 1.1660
H3 -2.0632 -1.1246 1.1218
H4 -2.0456 2.0174 -0.7914
H5 -1.0345 0.7195 -0.8967
H6 -0.3917 2.4412 -0.4579
H7 -1.0192 2.3017 4.1667
H8 0.8638 2.8426 5.6341
H9 3.1878 2.6822 4.7834
H10 3.5921 1.9918 2.4728
H11 4.4357 0.7268 0.5753
H12 3.7062 -0.3756 -0.6105
H13 3.3790 -0.6029 1.1243
H14 3.4130 3.3452 0.2161
H15 1.9282 3.6517 -0.7102
H16 3.2616 2.7368 -1.4570
F1 2.3066 0.5180 -2.7887
C11 1.0091 0.7943 -2.5917
F2 0.8744 2.1337 -2.6592
C12 0.2189 0.2324 -3.8047
F3 -1.0689 0.5945 -3.6727
F4 0.2867 -1.0879 -3.8771
F5 0.6940 0.7514 -4.9307
I1 -6.4797 -3.7362 -0.8512
C13 -4.4314 -3.4585 -1.0363
C14 -3.9411 -2.2486 -1.5177
C15 -2.5750 -2.0572 -1.6219
C16 -1.6938 -3.0716 -1.2664
C17 -2.1936 -4.2910 -0.8148
C18 -3.5585 -4.4824 -0.6877
C19 -0.2172 -2.9420 -1.3414
O1 0.5590 -3.8337 -1.5154
O2 0.2458 -1.6724 -1.0935
H17 -4.6252 -1.4681 -1.8205
H18 -2.2068 -1.1255 -2.0307
H19 -1.5024 -5.0838 -0.5627
H20 -3.9415 -5.4252 -0.3235

The HOMO-LUMO gap (alpha / beta) is 5.775 / 5.729 eV. The HOMO energy (alpha / beta) comes out at -11.269 / -11.269 eV. As for the charge: +1. The largest force on an atom comes out at 0.78 eV/Å. As for the LUMO energy (alpha / beta): -5.5 / -5.5 eV.

=====

Computed, not measured: 13 unconnected molecules or ions with the total composition H26O13 in a non-equilibrium geometry, with ωB97M-V/def2-TZVPD.

CARTESIAN COORDINATES (ANGSTROEM)
O1 -2.8712 0.6029 -0.5137
H1 -2.8294 1.5672 -0.6476
H2 -3.3007 0.7068 0.3025
O2 0.1536 -2.6746 1.3086
H3 -0.7594 -2.6515 1.0937
H4 0.2531 -2.6782 2.2733
O3 2.6253 1.3802 1.3338
H5 3.1831 2.1397 1.5528
H6 2.7399 1.2681 0.4199
O4 1.4387 -1.5119 -2.0510
H7 0.7079 -0.9986 -1.6410
H8 1.4290 -2.3447 -1.5432
O5 2.7693 -0.8138 3.3670
H9 3.4337 -0.3211 2.8841
H10 1.9523 -0.5877 2.9063
O6 -1.5139 -1.3023 -2.1595
H11 -1.8538 -1.6636 -1.3463
H12 -2.0580 -1.8084 -2.7472
O7 0.0181 0.3205 -0.3267
H13 0.2086 0.1101 0.5817
H14 -0.9156 0.3991 -0.4069
O8 -1.6444 3.3741 -0.5584
H15 -0.7235 3.2738 -0.8819
H16 -2.2386 3.7452 -1.2020
O9 0.4430 0.1993 2.3452
H17 -0.0777 0.5945 3.0577
H18 1.1268 0.8107 2.1690
O10 2.6200 -1.6615 0.5710
H19 1.7870 -1.9605 0.9352
H20 2.3771 -1.3179 -0.2744
O11 0.6714 2.5919 -1.7640
H21 0.5550 1.7817 -1.3260
H22 1.1377 3.1432 -1.1124
O12 -1.0357 1.1602 -3.4986
H23 -1.3407 0.4741 -2.9319
H24 -0.7991 1.9027 -2.9515
O13 -2.3856 -2.4792 0.6276
H25 -2.7981 -3.1492 1.1414
H26 -2.4855 -1.6210 1.0131

The HOMO-LUMO gap is 9.577 eV. The HOMO energy comes out at -10.028 eV. The largest force on an atom comes out at 3.04 eV/Å. As for the LUMO energy: -0.5 eV.

=====

Computed, not measured: a molecular structure, CaI2, with ωB97M-V/def2-TZVPD.

CARTESIAN COORDINATES (ANGSTROEM)
Ca1 28.3092 -1.7442 4.1844
I1 29.3914 -3.6093 2.1560
I2 26.4240 -3.7340 5.1580

The HOMO-LUMO gap (alpha / beta) is 4.754 / 7.588 eV. The HOMO energy (alpha / beta) comes out at -1.588 / -4.780 eV. Its multiplicity is 2. As for the charge: -1. The largest force on an atom comes out at 0.40 eV/Å. As for the LUMO energy (alpha / beta): 3.2 / 2.8 eV.

=====

Computed, not measured: a molecular structure, C6H8N2O2S in a non-equilibrium geometry, with ωB97M-V/def2-TZVPD.

CARTESIAN COORDINATES (ANGSTROEM)
C1 0.2838 -3.5419 1.7359
C2 0.4308 -3.3960 0.2159
C3 -0.5240 -1.2121 -0.1400
C4 -0.2707 0.2388 -0.3514
C5 -0.4723 0.8701 -1.5006
C6 0.3772 2.2062 0.3888
H1 1.1144 -2.9245 2.3784
H2 -0.7120 -2.8926 2.2216
H3 0.0318 -4.5080 2.0115
H4 -0.5889 -3.4619 -0.3736
H5 1.2943 -3.7206 -0.1922
H6 -0.7630 0.5005 -2.5388
H7 0.5837 4.2978 1.0228
H8 1.1870 2.7603 2.0804
N1 0.9829 3.1025 1.2377
N2 0.2039 0.9413 0.7006
O1 0.5545 -1.9860 -0.2031
O2 -1.6731 -1.7086 0.0213
S1 -0.0284 2.5130 -1.3009

The HOMO-LUMO gap is 8.786 eV. The HOMO energy comes out at -8.523 eV. The largest force on an atom comes out at 9.41 eV/Å. As for the LUMO energy: 0.3 eV.